Record 1
The ion C5H9N2O with charge +1 in a non-equilibrium geometry. Source: the Open Molecules 2025 dataset; level of theory: wB97M-V/def2-TZVPD.

ORCA input file:
```
! wB97M-V def2-TZVPD RIJCOSX def2/J DEFGRID3
* xyz 1 1
C 1.36 -1.36 -1.81
C 0.42 -0.37 -1.30
N 0.41 0.15 -0.13
O 1.32 -0.41 0.82
C 0.91 0.12 2.05
N -0.07 0.90 2.01
C -0.50 1.12 0.70
C -1.99 0.68 0.49
H 1.39 -1.41 -2.88
H 2.25 -0.93 -1.48
H 1.00 -2.29 -1.37
H -0.40 -0.02 -1.84
H 1.32 -0.09 3.02
H -0.20 2.01 0.31
H -2.39 -0.15 1.12
H -2.35 0.38 -0.46
H -2.49 1.66 0.75
*
```

LUMO = -4.4 eV
M = 113.140 g/mol
relative energy (zero: lowest compared OMol25 entry of this formula, charge and spin) = 90.1 kcal per mole
HOMO = -0.555 hartree
structure (SMILES) = C/C=[N+]1\OC=N[C@@H]1C
calculated total energy = -10348.7127 eV

=====

Record 2
The molecule C3H2ClN3S in a non-equilibrium geometry. Source: the Open Molecules 2025 dataset; level of theory: wB97M-V/def2-TZVPD.

ORCA input file:
```
! wB97M-V def2-TZVPD RIJCOSX def2/J DEFGRID3
* xyz 0 1
S -3.00 -0.03 0.27
C -1.39 -0.09 -0.12
N -0.62 -1.24 -0.25
N 0.58 -1.23 -0.28
C 1.25 -0.01 -0.12
Cl 2.94 -0.04 0.25
C 0.66 1.21 -0.14
N -0.67 1.10 -0.27
H 1.10 2.15 -0.34
H -1.20 1.88 -0.28
*
```

LUMO = -1.0 eV
M = 147.590 g/mol
relative energy (zero: lowest compared OMol25 entry of this formula, charge and spin) = 13.8 kcal per mole
HOMO = -0.321 hartree
structure (SMILES) = S=c1nnc(Cl)c[nH]1
calculated total energy = -30968.9339 eV

=====

Record 3
A structure of composition C31H47Br2NO3P2PtS2 in a non-equilibrium geometry. Source: the Open Molecules 2025 dataset; level of theory: wB97M-V/def2-TZVPD.

ORCA input file:
```
! wB97M-V def2-TZVPD RIJCOSX def2/J DEFGRID3
* xyz -1 2
Pt -0.19 0.01 0.00
Br 4.36 -0.83 2.28
C 2.65 -0.81 3.10
C 2.52 -0.87 4.46
C 1.25 -0.86 5.01
Br 1.12 -0.87 6.92
C 0.07 -0.81 4.24
C -1.24 -0.83 4.74
C -2.31 -0.84 3.83
C -2.08 -0.73 2.49
N -0.82 -0.64 1.98
C 0.24 -0.75 2.83
C 1.53 -0.79 2.23
O 1.68 -0.82 0.94
H 3.40 -0.92 5.10
H -1.42 -0.87 5.81
H -3.33 -0.94 4.19
H -2.87 -0.74 1.76
C -3.42 1.64 -4.55
C -2.97 0.19 -4.44
O -1.65 0.17 -3.92
P -1.20 -0.71 -2.65
S 0.70 -0.18 -2.36
S -2.58 -0.66 -1.20
O -1.26 -2.18 -3.34
C -0.88 -3.31 -2.57
C 0.17 -4.11 -3.31
H -4.38 1.69 -5.06
H -2.69 2.20 -5.13
H -3.51 2.07 -3.56
H -2.94 -0.29 -5.42
H -3.64 -0.37 -3.78
H -1.78 -3.91 -2.39
H -0.49 -2.98 -1.60
H -0.24 -4.48 -4.26
H 0.47 -4.96 -2.70
H 1.03 -3.49 -3.53
C 0.89 2.48 3.63
C 1.74 3.74 3.50
C 1.57 4.32 2.09
C 0.16 4.08 1.52
C -0.81 4.08 2.69
C -0.60 2.82 3.53
P 0.07 2.53 0.41
C -1.49 2.85 -0.58
C -2.68 2.41 0.27
C -3.99 2.67 -0.46
C -4.21 4.18 -0.66
C -2.89 4.97 -0.58
C -1.74 4.22 -1.24
C 1.47 2.81 -0.81
C 2.68 1.96 -0.37
C 3.72 1.91 -1.48
C 4.17 3.32 -1.91
C 3.42 4.42 -1.17
C 1.90 4.23 -1.21
H 1.10 1.98 4.58
H 1.17 1.80 2.82
H 2.79 3.49 3.66
H 1.46 4.47 4.26
H 2.31 3.86 1.44
H 1.78 5.39 2.11
H -0.10 4.91 0.85
H -1.84 4.15 2.37
H -0.61 4.97 3.30
H -1.12 1.98 3.06
H -1.03 2.96 4.52
H -1.40 2.11 -1.39
H -2.71 2.92 1.23
H -2.58 1.34 0.48
H -4.82 2.24 0.09
H -3.95 2.15 -1.43
H -4.88 4.55 0.12
H -4.69 4.36 -1.62
H -2.65 5.18 0.46
H -3.03 5.93 -1.08
H -0.84 4.84 -1.20
H -1.97 4.07 -2.29
H 1.09 2.30 -1.71
H 2.34 0.95 -0.16
H 3.14 2.34 0.54
H 3.29 1.38 -2.32
H 4.58 1.33 -1.13
H 4.01 3.44 -2.98
H 5.24 3.44 -1.74
H 3.67 5.39 -1.62
H 3.76 4.46 -0.13
H 1.56 4.43 -2.23
H 1.45 4.99 -0.57
*
```

LUMO (spin up / spin down) = 2.3 / 2.4 eV
M = 962.689 g/mol
relative energy (zero: lowest compared OMol25 entry of this formula, charge and spin) = 5.8 kcal per mole
HOMO (spin up / spin down) = -0.121 / -0.125 hartree
expectation value of S² = 0.76
calculated total energy = -224127.7535 eV

=====

Record 4
The molecule C4H6F2O2S in a non-equilibrium geometry. Source: the Open Molecules 2025 dataset; level of theory: wB97M-V/def2-TZVPD.

ORCA input file:
```
! wB97M-V def2-TZVPD RIJCOSX def2/J DEFGRID3
* xyz 0 1
C 1.05 0.25 -0.40
C 0.87 -1.20 0.20
C 0.27 1.44 0.21
C -0.55 -1.67 -0.01
O -2.22 1.60 1.21
O -2.08 1.51 -1.27
F -1.08 -2.47 0.85
F -0.81 -2.10 -1.22
S -1.64 1.05 0.04
H 2.09 0.56 -0.06
H 0.91 0.16 -1.52
H 1.59 -2.02 -0.36
H 0.88 -1.17 1.33
H 0.55 1.62 1.24
H 0.18 2.44 -0.24
*
```

LUMO (spin up / spin down) = -1.5 / -0.2 eV
M = 156.153 g/mol
relative energy (zero: lowest compared OMol25 entry of this formula, charge and spin) = 24.5 kcal per mole
HOMO (spin up / spin down) = -0.319 / -0.327 hartree
calculated total energy = -24606.5932 eV

=====

Record 5
The ion CH2O3P2 with charge -2 in a non-equilibrium geometry. Source: the Open Molecules 2025 dataset; level of theory: wB97M-V/def2-TZVPD.

ORCA input file:
```
! wB97M-V def2-TZVPD RIJCOSX def2/J DEFGRID3
* xyz -2 1
H 2.51 1.17 -0.88
P 1.86 1.05 0.34
C 0.64 -0.03 0.01
P -1.12 -0.37 0.38
O -1.41 -1.85 0.42
O -1.32 0.37 -0.96
O -1.81 0.34 1.52
H 0.65 -0.66 -0.82
*
```

LUMO = 7.5 eV
M = 123.972 g/mol
relative energy (zero: lowest compared OMol25 entry of this formula, charge and spin) = 25.9 kcal per mole
HOMO = 0.018 hartree
structure (SMILES) = [H]/P=C/P(=O)([O-])[O-]
calculated total energy = -25788.7975 eV

=====

Record 6
A structure of composition C2H5O4S in a non-equilibrium geometry. Source: the Open Molecules 2025 dataset; level of theory: wB97M-V/def2-TZVPD.

ORCA input file:
```
! wB97M-V def2-TZVPD RIJCOSX def2/J DEFGRID3
* xyz -1 1
C -0.72 0.16 -0.91
C 0.58 -0.03 0.57
O -0.24 0.62 2.91
O 0.51 -1.75 2.45
O 1.50 -0.98 0.29
O 1.02 1.21 0.87
S -0.44 -0.64 2.09
H -0.37 1.00 -1.49
H -1.66 0.32 -0.41
H -0.67 -0.78 -1.44
H 1.41 -1.58 1.11
H 0.63 1.34 1.81
*
```

LUMO = 3.9 eV
M = 125.125 g/mol
relative energy (zero: lowest compared OMol25 entry of this formula, charge and spin) = 39.8 kcal per mole
HOMO = -0.158 hartree
calculated total energy = -21180.5321 eV

=====

Record 7
A structure of composition C51H62Ge2N2O5S5Ti. Source: the Open Molecules 2025 dataset; level of theory: wB97M-V/def2-TZVPD.

ORCA input file:
```
! wB97M-V def2-TZVPD RIJCOSX def2/J DEFGRID3
* xyz -2 3
Ti 0.78 -0.15 -3.35
N -0.54 0.01 -6.86
C 0.41 0.32 -5.96
O 0.20 1.15 -5.05
C 1.78 -0.29 -6.07
C 2.45 -0.15 -4.70
H -1.46 0.32 -6.58
H -0.50 -0.96 -7.16
H 2.28 0.25 -6.89
H 1.68 -1.33 -6.38
H 2.94 0.82 -4.61
H 3.18 -0.94 -4.53
C 6.08 -2.57 -3.66
C 5.62 -2.15 -2.29
C 5.76 -0.84 -1.85
C 5.27 -0.44 -0.61
C 5.38 1.00 -0.19
C 4.62 -1.36 0.20
C 4.46 -2.69 -0.23
C 3.66 -3.67 0.58
C 4.98 -3.06 -1.46
C 4.15 -0.97 1.57
C 5.15 -0.99 2.53
C 4.89 -0.71 3.86
C 3.58 -0.44 4.23
C 2.56 -0.41 3.28
C 2.81 -0.66 1.91
Ge 1.48 0.04 0.51
S 2.08 -0.85 -1.47
S 0.06 2.38 0.22
Ge -1.43 0.86 -0.34
S -1.54 0.55 -2.51
S -0.59 -0.88 0.84
C -3.35 1.24 0.13
C -3.83 2.56 0.26
C -5.19 2.80 0.49
C -6.10 1.76 0.59
C -5.64 0.47 0.45
C -4.29 0.20 0.22
C -3.91 -1.25 0.15
C -3.42 -1.88 1.30
C -3.30 -1.14 2.60
C -3.02 -3.21 1.22
C -3.11 -3.93 0.04
C -2.55 -5.32 -0.06
C -3.69 -3.32 -1.06
C -4.11 -2.00 -1.02
C -4.79 -1.40 -2.22
C -2.98 3.79 0.16
C -2.39 4.33 1.30
C -2.47 3.66 2.65
C -1.64 5.50 1.19
C -1.46 6.13 -0.03
C -0.57 7.34 -0.16
C -2.09 5.60 -1.15
C -2.85 4.44 -1.07
C -3.48 3.87 -2.31
C 1.21 -0.17 3.88
C 0.81 1.12 4.23
C 1.57 2.33 3.77
C -0.35 1.28 4.99
C -1.13 0.21 5.38
C -2.39 0.42 6.19
C -0.73 -1.07 5.00
C 0.43 -1.28 4.26
C 0.82 -2.67 3.86
H 6.63 -1.77 -4.16
H 5.22 -2.83 -4.29
H 6.72 -3.45 -3.61
H 6.23 -0.11 -2.50
H 5.77 1.61 -1.01
H 6.02 1.13 0.68
H 4.39 1.40 0.08
H 4.01 -3.73 1.61
H 3.69 -4.66 0.13
H 2.61 -3.35 0.62
H 4.81 -4.08 -1.81
H 6.16 -1.24 2.22
H 5.68 -0.72 4.60
H 3.33 -0.25 5.26
H -5.52 3.83 0.59
H -7.15 1.96 0.76
H -6.32 -0.37 0.52
H -4.06 -0.36 2.70
H -2.32 -0.66 2.68
H -3.40 -1.84 3.44
H -2.59 -3.68 2.11
H -2.52 -5.81 0.91
H -1.53 -5.27 -0.45
H -3.14 -5.94 -0.74
H -3.80 -3.88 -1.98
H -4.93 -2.15 -3.00
H -4.19 -0.59 -2.64
H -5.77 -0.99 -1.96
H -3.05 2.74 2.62
H -2.92 4.33 3.39
H -1.46 3.40 2.98
H -1.14 5.89 2.07
H -0.49 7.87 0.79
H -0.94 8.04 -0.91
H 0.44 7.04 -0.46
H -1.97 6.08 -2.12
H -3.39 4.56 -3.15
H -4.54 3.66 -2.15
H -3.01 2.92 -2.60
H 2.64 2.15 3.73
H 1.37 3.18 4.43
H 1.24 2.60 2.76
H -0.64 2.29 5.28
H -2.53 1.47 6.43
H -2.36 -0.15 7.12
H -3.26 0.08 5.63
H -1.33 -1.93 5.29
H 0.20 -3.41 4.38
H 1.87 -2.87 4.09
H 0.69 -2.82 2.79
O 2.48 -3.85 -3.09
H 1.61 -3.92 -2.66
H 2.78 -3.00 -2.72
O 1.29 1.96 -2.71
H 0.39 2.32 -2.67
H 1.56 2.02 -1.78
O -0.30 -3.44 -1.52
H -0.41 -2.78 -2.22
H -0.23 -2.87 -0.73
O -0.44 -2.84 -6.33
S -0.51 -2.88 -4.83
N 0.09 -1.67 -4.10
*
```

LUMO (spin up / spin down) = 4.1 / 4.1 eV
M = 1136.488 g/mol
relative energy (zero: lowest compared OMol25 entry of this formula, charge and spin) = 6.7 kcal per mole
HOMO (spin up / spin down) = -0.023 / -0.099 hartree
expectation value of S² = 2.05
calculated total energy = -257445.4433 eV

=====

Record 8
The molecule C6H10O. Source: the Open Molecules 2025 dataset; level of theory: wB97M-V/def2-TZVPD.

ORCA input file:
```
! wB97M-V def2-TZVPD RIJCOSX def2/J DEFGRID3
* xyz 0 1
C 0.79 -0.87 -2.10
C 0.10 -0.45 -0.79
C -0.34 0.99 -0.40
C -0.20 0.55 1.06
C -1.15 0.69 2.15
O 0.09 1.40 2.14
C 0.63 -0.68 0.66
H 0.95 -0.04 -2.80
H 1.73 -1.39 -1.94
H 0.12 -1.58 -2.60
H -0.83 -1.01 -0.84
H 0.36 1.81 -0.62
H -1.34 1.27 -0.74
H -2.04 1.31 2.02
H -1.23 -0.10 2.90
H 0.34 -1.64 1.11
H 1.70 -0.50 0.83
*
```

LUMO = 1.0 eV
M = 98.145 g/mol
relative energy (zero: lowest compared OMol25 entry of this formula, charge and spin) = 39.6 kcal per mole
HOMO = -0.369 hartree
structure (SMILES) = C[C@H]1C[C@]2(CO2)C1
calculated total energy = -8429.5230 eV

=====

Record 9
The molecule C4H3ClN2. Source: the Open Molecules 2025 dataset; level of theory: wB97M-V/def2-TZVPD.

ORCA input file:
```
! wB97M-V def2-TZVPD RIJCOSX def2/J DEFGRID3
* xyz 0 1
N -0.51 0.86 -2.66
C -0.27 0.17 -1.78
C 0.07 -0.61 -0.59
C 0.38 0.34 0.61
Cl 2.00 0.00 1.29
C -0.64 0.19 1.65
N -1.59 0.14 2.29
H 0.93 -1.25 -0.78
H -0.78 -1.23 -0.34
H 0.39 1.37 0.28
*
```

LUMO = 0.4 eV
M = 114.535 g/mol
relative energy (zero: lowest compared OMol25 entry of this formula, charge and spin) = 19.3 kcal per mole
HOMO = -0.442 hartree
structure (SMILES) = N#CC[C@H](Cl)C#N
calculated total energy = -19698.1570 eV

=====

Record 10
The ion C3H2NO3 with charge -1 in a non-equilibrium geometry. Source: the Open Molecules 2025 dataset; level of theory: wB97M-V/def2-TZVPD.

ORCA input file:
```
! wB97M-V def2-TZVPD RIJCOSX def2/J DEFGRID3
* xyz -1 1
O 1.36 0.24 -1.73
C 0.18 0.22 -1.51
O -0.77 0.54 -2.24
C -0.42 -0.24 0.00
N 0.55 -0.62 1.07
C -0.07 0.54 1.13
O -0.31 1.51 1.84
H -1.34 -0.78 -0.15
H 0.83 -1.42 1.60
*
```

LUMO = 3.9 eV
M = 100.053 g/mol
relative energy (zero: lowest compared OMol25 entry of this formula, charge and spin) = 43.3 kcal per mole
HOMO = -0.153 hartree
structure (SMILES) = O=C([O-])[C@H]1NC1=O
calculated total energy = -10775.8917 eV

=====

Record 11
A structure of composition CH2N2O2 in a non-equilibrium geometry. Source: the Open Molecules 2025 dataset; level of theory: wB97M-V/def2-TZVPD.

ORCA input file:
```
! wB97M-V def2-TZVPD RIJCOSX def2/J DEFGRID3
* xyz 0 1
C 0.26 1.11 0.07
N 0.39 -1.24 0.45
N -0.26 -0.21 -0.10
O 1.27 1.31 0.59
O -0.10 -2.34 0.28
H -0.19 1.94 -0.57
H -1.37 -0.56 -0.72
*
```

LUMO = -0.2 eV
M = 74.039 g/mol
relative energy (zero: lowest compared OMol25 entry of this formula, charge and spin) = 107.8 kcal per mole
HOMO = -0.365 hartree
calculated total energy = -8140.6963 eV

=====

Record 12
The molecule C6H9NO in a non-equilibrium geometry. Source: the Open Molecules 2025 dataset; level of theory: wB97M-V/def2-TZVPD.

ORCA input file:
```
! wB97M-V def2-TZVPD RIJCOSX def2/J DEFGRID3
* xyz 0 1
C 0.08 -1.95 0.27
C 1.00 -1.11 0.58
C -1.43 -0.19 0.32
C -0.97 0.79 -0.66
C 2.54 -1.23 0.58
C -1.80 2.08 -0.94
N -0.47 0.70 0.69
O 0.87 0.20 0.82
H -0.07 -3.01 0.11
H -2.41 -0.36 0.77
H -0.34 0.53 -1.42
H 2.86 -0.83 1.50
H 3.02 -0.59 -0.18
H 3.05 -2.14 0.56
H -1.92 2.26 -2.00
H -1.25 2.93 -0.51
H -2.76 1.92 -0.51
*
```

LUMO = 0.6 eV
M = 111.144 g/mol
relative energy (zero: lowest compared OMol25 entry of this formula, charge and spin) = 157.9 kcal per mole
HOMO = -0.320 hartree
calculated total energy = -9898.7554 eV

=====

> Among the records above, which one has the lowest relative energy (zero: lowest compared OMol25 entry of this formula, charge and spin)?

C31H47Br2NO3P2PtS2

=====

> M of number 10 (C3H2NO3)?

100.053 g/mol

=====

> M of number 2 (C3H2ClN3S)?

147.590 g/mol

=====

Repeat the tenth record exactly.
The ion C3H2NO3 with charge -1 in a non-equilibrium geometry. Source: the Open Molecules 2025 dataset; level of theory: wB97M-V/def2-TZVPD.

ORCA input file:
```
! wB97M-V def2-TZVPD RIJCOSX def2/J DEFGRID3
* xyz -1 1
O 1.36 0.24 -1.73
C 0.18 0.22 -1.51
O -0.77 0.54 -2.24
C -0.42 -0.24 0.00
N 0.55 -0.62 1.07
C -0.07 0.54 1.13
O -0.31 1.51 1.84
H -1.34 -0.78 -0.15
H 0.83 -1.42 1.60
*
```

LUMO = 3.9 eV
M = 100.053 g/mol
relative energy (zero: lowest compared OMol25 entry of this formula, charge and spin) = 43.3 kcal per mole
HOMO = -0.153 hartree
structure (SMILES) = O=C([O-])[C@H]1NC1=O
calculated total energy = -10775.8917 eV